P) Entry from the Open Molecules 2025 dataset: a 10-piece molecular cluster, C90H190N10O10 overall (ωB97M-V/def2-TZVPD).

Results
E_HOMO	-0.3022	Eh
lowest unoccupied orbital energy	0.5	eV
HOMO-LUMO gap	8.745	eV
multiplicity	1

Element x y z (Å)
1 C 16.18 23.30 13.85
2 C 17.14 23.98 12.77
3 C 17.43 22.97 11.66
4 C 16.50 25.31 12.22
5 C 16.61 26.54 13.15
6 C 18.03 26.60 13.60
7 C 18.68 25.38 14.28
8 C 20.17 25.59 14.44
9 C 18.06 25.17 15.66
10 N 18.51 24.23 13.36
11 O 18.92 23.05 13.96
12 H 15.70 24.05 14.43
13 H 15.38 22.78 13.34
14 H 16.67 22.55 14.48
15 H 17.57 21.89 11.91
16 H 16.63 22.97 10.93
17 H 18.22 23.30 10.99
18 H 16.96 25.45 11.27
19 H 15.44 25.05 11.97
20 H 16.41 27.48 12.63
21 H 15.88 26.31 13.94
22 H 18.25 27.45 14.27
23 H 18.59 26.75 12.68
24 H 20.73 24.70 14.59
25 H 20.43 26.30 15.25
26 H 20.53 26.15 13.58
27 H 16.95 25.13 15.50
28 H 18.16 26.14 16.22
29 H 18.50 24.32 16.26
30 H 19.73 22.85 13.46
31 C 22.26 20.10 14.40
32 C 22.85 21.48 14.21
33 C 22.25 22.42 15.20
34 C 24.42 21.32 14.35
35 C 25.28 22.39 13.66
36 C 24.96 22.47 12.15
37 C 23.50 22.82 11.99
38 C 23.31 24.33 12.34
39 C 23.01 22.67 10.54
40 N 22.73 21.74 12.71
41 O 21.35 22.05 12.49
42 H 21.20 20.09 14.47
43 H 22.58 19.47 13.56
44 H 22.46 19.68 15.40
45 H 21.20 22.58 15.03
46 H 22.21 22.01 16.22
47 H 22.67 23.47 15.34
48 H 24.75 21.07 15.36
49 H 24.66 20.42 13.80
50 H 25.02 23.36 14.08
51 H 26.35 22.23 13.83
52 H 25.16 21.49 11.70
53 H 25.55 23.25 11.74
54 H 23.53 24.50 13.35
55 H 22.27 24.63 12.24
56 H 23.92 25.02 11.74
57 H 23.63 23.40 10.02
58 H 21.94 22.86 10.47
59 H 23.19 21.66 10.22
60 H 20.93 21.33 11.95
61 C 18.25 18.83 25.77
62 C 19.55 18.73 25.05
63 C 20.54 17.89 25.93
64 C 19.54 18.15 23.64
65 C 18.59 19.02 22.81
66 C 19.26 20.35 22.58
67 C 19.73 21.09 23.91
68 C 20.90 22.05 23.51
69 C 18.46 21.88 24.34
70 N 20.29 20.05 24.83
71 O 20.43 20.70 26.03
72 H 17.59 19.58 25.31
73 H 17.79 17.89 25.78
74 H 18.43 19.21 26.81
75 H 20.13 16.88 26.21
76 H 21.51 17.79 25.36
77 H 20.69 18.49 26.81
78 H 20.48 17.88 23.14
79 H 19.06 17.16 23.81
80 H 18.32 18.57 21.88
81 H 17.59 19.01 23.30
82 H 18.49 20.95 22.02
83 H 20.15 20.29 21.98
84 H 21.73 21.50 23.10
85 H 21.09 22.62 24.39
86 H 20.55 22.68 22.63
87 H 18.46 21.97 25.43
88 H 17.59 21.32 24.06
89 H 18.49 22.85 23.81
90 H 21.43 20.82 26.14
91 C 21.05 19.07 9.96
92 C 19.54 19.42 9.81
93 C 19.40 20.84 9.38
94 C 18.78 18.52 8.83
95 C 18.61 17.11 9.37
96 C 17.83 17.28 10.65
97 C 18.42 18.16 11.72
98 C 17.38 18.52 12.76
99 C 19.58 17.37 12.41
100 N 18.78 19.44 11.17
101 O 19.52 20.14 12.12
102 H 21.52 19.76 9.28
103 H 21.38 19.43 10.92
104 H 21.29 18.05 9.82
105 H 19.87 21.01 8.38
106 H 18.30 21.07 9.29
107 H 19.92 21.50 10.07
108 H 17.77 18.92 8.53
109 H 19.37 18.50 7.94
110 H 18.02 16.53 8.58
111 H 19.52 16.66 9.55
112 H 17.74 16.31 11.13
113 H 16.79 17.61 10.48
114 H 17.76 19.06 13.59
115 H 16.88 17.67 13.23
116 H 16.56 19.17 12.29
117 H 20.31 17.03 11.71
118 H 19.07 16.59 12.99
119 H 20.09 18.02 13.17
120 H 18.97 20.83 12.52
121 C 19.74 28.94 19.45
122 C 20.24 28.17 18.27
123 C 19.44 28.62 17.08
124 C 21.73 28.52 18.11
125 C 22.79 27.68 18.84
126 C 22.49 26.22 18.68
127 C 21.07 25.92 19.17
128 C 20.83 24.48 18.76
129 C 20.92 26.12 20.73
130 N 20.09 26.71 18.43
131 O 18.80 26.37 18.88
132 H 20.13 30.01 19.34
133 H 18.63 28.78 19.59
134 H 20.32 28.66 20.39
135 H 19.59 28.08 16.15
136 H 18.37 28.61 17.40
137 H 19.79 29.64 17.00
138 H 21.98 28.29 17.08
139 H 21.91 29.58 18.26
140 H 23.78 27.79 18.33
141 H 22.94 27.89 19.91
142 H 23.14 25.51 19.19
143 H 22.66 25.90 17.62
144 H 19.83 24.10 19.04
145 H 21.55 23.84 19.24
146 H 20.93 24.45 17.69
147 H 21.18 27.08 21.05
148 H 21.53 25.36 21.23
149 H 19.88 25.89 21.06
150 H 18.31 25.84 18.23
151 C 10.42 21.63 14.45
152 C 11.13 20.96 15.59
153 C 11.02 21.81 16.87
154 C 10.48 19.59 15.95
155 C 10.73 18.46 14.97
156 C 12.27 18.29 14.80
157 C 12.99 19.70 14.42
158 C 14.51 19.44 14.52
159 C 12.70 20.05 12.97
160 N 12.57 20.70 15.39
161 O 13.30 21.91 15.14
162 H 9.44 21.96 14.68
163 H 11.01 22.54 14.18
164 H 10.26 21.07 13.54
165 H 10.04 21.96 17.30
166 H 11.58 21.32 17.68
167 H 11.29 22.88 16.76
168 H 10.86 19.28 16.93
169 H 9.36 19.68 16.11
170 H 10.31 17.56 15.38
171 H 10.22 18.59 14.00
172 H 12.57 17.50 14.08
173 H 12.85 18.10 15.68
174 H 15.05 20.26 14.05
175 H 14.78 18.47 14.11
176 H 14.79 19.44 15.61
177 H 12.78 21.18 12.79
178 H 11.72 19.66 12.66
179 H 13.36 19.57 12.27
180 H 13.88 21.97 15.90
181 C 14.82 25.04 19.55
182 C 13.81 25.88 18.73
183 C 13.52 25.05 17.47
184 C 12.56 26.03 19.59
185 C 11.66 27.04 18.91
186 C 12.40 28.38 18.93
187 C 13.66 28.36 18.18
188 C 13.49 28.38 16.71
189 C 14.42 29.63 18.60
190 N 14.48 27.21 18.69
191 O 15.67 27.15 17.83
192 H 14.45 24.05 19.67
193 H 15.71 25.01 18.95
194 H 14.99 25.56 20.55
195 H 14.43 24.78 17.01
196 H 13.04 24.17 17.87
197 H 12.89 25.57 16.73
198 H 12.09 25.06 19.75
199 H 12.84 26.45 20.59
200 H 11.24 26.76 17.91
201 H 10.78 27.09 19.46
202 H 12.50 28.64 19.98
203 H 11.76 29.08 18.29
204 H 13.26 29.40 16.39
205 H 12.60 27.77 16.47
206 H 14.36 28.11 16.14
207 H 15.35 29.70 18.03
208 H 14.57 29.52 19.68
209 H 13.84 30.56 18.45
210 H 16.35 26.96 18.48
211 C 17.42 13.85 17.60
212 C 17.10 13.82 16.10
213 C 18.08 14.75 15.33
214 C 17.27 12.37 15.56
215 C 16.60 12.12 14.18
216 C 15.15 12.58 14.24
217 C 14.97 14.06 14.74
218 C 15.52 15.02 13.63
219 C 13.45 14.24 14.93
220 N 15.62 14.07 16.04
221 O 15.38 15.36 16.59
222 H 18.25 13.23 17.84
223 H 17.60 14.87 17.84
224 H 16.56 13.54 18.09
225 H 18.04 14.36 14.29
226 H 17.80 15.78 15.31
227 H 19.06 14.52 15.74
228 H 18.32 12.23 15.50
229 H 16.74 11.79 16.33
230 H 17.17 12.59 13.35
231 H 16.57 11.01 14.18
232 H 14.59 11.92 14.92
233 H 14.60 12.41 13.34
234 H 16.32 14.52 13.03
235 H 15.75 16.05 14.00
236 H 14.60 15.05 12.88
237 H 13.17 15.31 14.97
238 H 12.99 13.67 15.76
239 H 13.01 13.94 14.04
240 H 15.28 15.16 17.52
241 C 16.90 18.11 17.44
242 C 18.15 18.82 17.99
243 C 18.94 17.77 18.94
244 C 19.05 19.22 16.80
245 C 18.47 20.41 16.01
246 C 18.23 21.59 16.99
247 C 17.35 21.22 18.20
248 C 17.44 22.32 19.32
249 C 15.91 21.00 17.76
250 N 17.92 19.97 18.82
251 O 17.13 19.56 19.91
252 H 16.74 18.35 16.36
253 H 17.04 17.05 17.51
254 H 15.87 18.34 17.83
255 H 19.78 18.23 19.48
256 H 18.21 17.38 19.72
257 H 19.25 16.95 18.28
258 H 20.05 19.48 17.24
259 H 19.08 18.34 16.19
260 H 19.25 20.67 15.29
261 H 17.64 20.09 15.40
262 H 17.77 22.44 16.47
263 H 19.22 21.93 17.24
264 H 17.04 23.26 18.90
265 H 18.49 22.42 19.64
266 H 16.77 22.01 20.10
267 H 15.89 20.53 16.77
268 H 15.31 21.90 17.72
269 H 15.42 20.39 18.53
270 H 16.30 19.09 19.60
271 C 13.18 17.62 25.19
272 C 13.57 18.06 23.71
273 C 14.29 19.44 23.84
274 C 14.55 17.05 23.03
275 C 14.76 17.36 21.60
276 C 13.52 17.46 20.85
277 C 12.50 18.46 21.44
278 C 12.87 19.94 21.10
279 C 11.12 18.28 20.79
280 N 12.36 18.10 22.84
281 O 11.57 19.09 23.49
282 H 12.66 18.42 25.69
283 H 12.64 16.64 25.15
284 H 14.10 17.52 25.74
285 H 13.63 20.26 24.11
286 H 14.89 19.45 24.76
287 H 14.84 19.72 22.94
288 H 15.44 17.01 23.60
289 H 14.00 16.11 23.01
290 H 15.29 18.25 21.56
291 H 15.43 16.60 21.14
292 H 12.97 16.48 20.83
293 H 13.72 17.74 19.85
294 H 12.37 20.52 21.88
295 H 12.56 20.20 20.03
296 H 13.91 20.22 21.14
297 H 11.16 18.38 19.73
298 H 10.49 19.02 21.28
299 H 10.66 17.33 20.92
300 H 10.71 18.72 23.70

***

Q) Entry from the Open Molecules 2025 dataset: a 10-piece molecular cluster, C90H190N10O10 overall (ωB97M-V/def2-TZVPD).

Results
E_HOMO	-0.3084	Eh
lowest unoccupied orbital energy	0.3	eV
HOMO-LUMO gap	8.738	eV
multiplicity	1

Element x y z (Å)
1 C 0.58 -1.58 -5.87
2 C 1.36 -2.89 -5.64
3 C 2.75 -2.68 -6.10
4 C 1.34 -3.19 -4.16
5 C -0.01 -3.77 -3.60
6 C -0.42 -4.97 -4.44
7 C -0.56 -4.62 -5.95
8 C -0.70 -5.94 -6.70
9 C -1.77 -3.80 -6.31
10 N 0.80 -4.04 -6.38
11 O 0.76 -3.73 -7.80
12 H 1.02 -0.75 -5.31
13 H 0.43 -1.23 -6.88
14 H -0.41 -1.65 -5.42
15 H 2.80 -2.74 -7.21
16 H 3.22 -1.73 -5.86
17 H 3.23 -3.55 -5.72
18 H 2.12 -3.95 -4.02
19 H 1.78 -2.39 -3.52
20 H 0.30 -4.11 -2.61
21 H -0.80 -3.01 -3.58
22 H -1.38 -5.39 -4.16
23 H 0.28 -5.81 -4.46
24 H -0.88 -5.77 -7.76
25 H -1.59 -6.43 -6.29
26 H 0.21 -6.54 -6.56
27 H -2.68 -4.38 -6.42
28 H -1.61 -3.28 -7.23
29 H -2.00 -3.09 -5.52
30 H 0.11 -3.02 -8.00
31 C 5.77 -1.26 -1.85
32 C 6.13 -1.65 -0.35
33 C 7.53 -1.11 0.01
34 C 5.11 -1.10 0.65
35 C 3.72 -1.85 0.55
36 C 3.90 -3.30 0.78
37 C 4.86 -3.94 -0.26
38 C 5.12 -5.34 0.21
39 C 4.14 -3.97 -1.60
40 N 6.14 -3.18 -0.23
41 O 7.09 -3.75 -1.19
42 H 4.72 -1.29 -2.07
43 H 6.19 -0.27 -2.08
44 H 6.32 -1.93 -2.53
45 H 8.21 -1.31 -0.81
46 H 7.39 -0.04 0.17
47 H 7.83 -1.73 0.88
48 H 5.49 -1.17 1.67
49 H 4.82 -0.08 0.44
50 H 3.23 -1.35 1.42
51 H 3.08 -1.58 -0.34
52 H 2.98 -3.84 0.87
53 H 4.38 -3.58 1.70
54 H 5.81 -5.46 1.08
55 H 5.68 -5.86 -0.59
56 H 4.25 -5.95 0.30
57 H 3.26 -4.60 -1.63
58 H 4.86 -4.18 -2.41
59 H 3.71 -2.98 -1.77
60 H 7.80 -4.11 -0.63
61 C -2.12 0.60 -6.22
62 C -2.69 2.02 -6.30
63 C -4.17 2.00 -6.09
64 C -2.03 2.97 -5.26
65 C -2.32 4.42 -5.59
66 C -1.92 4.74 -6.97
67 C -2.66 3.93 -8.05
68 C -4.17 4.24 -8.19
69 C -1.94 4.26 -9.38
70 N -2.43 2.50 -7.72
71 O -3.00 1.71 -8.71
72 H -2.62 -0.02 -6.96
73 H -1.10 0.65 -6.60
74 H -2.11 0.12 -5.25
75 H -4.57 1.54 -7.00
76 H -4.31 1.39 -5.20
77 H -4.59 2.99 -5.82
78 H -2.45 2.63 -4.30
79 H -0.96 2.78 -5.21
80 H -3.34 4.77 -5.34
81 H -1.60 5.00 -4.98
82 H -0.87 4.57 -7.13
83 H -1.97 5.80 -7.21
84 H -4.67 4.29 -7.21
85 H -4.65 3.47 -8.80
86 H -4.21 5.20 -8.75
87 H -2.43 3.78 -10.23
88 H -0.90 3.99 -9.30
89 H -1.97 5.34 -9.59
90 H -2.21 1.38 -9.14
91 C 1.07 2.94 6.90
92 C 1.38 3.79 5.64
93 C 0.21 4.71 5.24
94 C 2.61 4.60 5.92
95 C 3.32 5.18 4.74
96 C 3.64 4.09 3.74
97 C 2.42 3.27 3.31
98 C 1.49 4.16 2.43
99 C 2.98 1.99 2.64
100 N 1.78 2.79 4.62
101 O 0.69 1.92 4.22
102 H 0.03 2.60 6.93
103 H 1.71 2.05 6.85
104 H 1.20 3.48 7.84
105 H -0.42 4.19 4.53
106 H -0.45 5.00 6.08
107 H 0.56 5.63 4.80
108 H 2.43 5.33 6.72
109 H 3.23 3.93 6.49
110 H 2.82 6.04 4.30
111 H 4.28 5.42 5.15
112 H 4.31 3.42 4.30
113 H 4.13 4.49 2.86
114 H 1.41 5.20 2.76
115 H 0.45 3.84 2.45
116 H 1.81 4.19 1.37
117 H 3.57 2.28 1.78
118 H 2.10 1.43 2.36
119 H 3.51 1.52 3.49
120 H 0.85 1.17 4.80
121 C 6.06 2.73 -1.48
122 C 5.97 4.13 -0.93
123 C 6.12 4.19 0.64
124 C 7.03 5.04 -1.62
125 C 6.78 6.54 -1.38
126 C 5.39 6.90 -1.80
127 C 4.26 6.11 -1.14
128 C 4.12 6.55 0.29
129 C 2.91 6.36 -1.93
130 N 4.56 4.61 -1.20
131 O 3.68 3.93 -0.35
132 H 5.74 2.89 -2.52
133 H 7.08 2.35 -1.36
134 H 5.36 2.03 -1.04
135 H 6.65 5.08 0.97
136 H 5.20 3.96 1.15
137 H 6.90 3.40 0.80
138 H 8.05 4.72 -1.38
139 H 6.84 4.82 -2.68
140 H 7.01 6.83 -0.36
141 H 7.54 7.05 -1.99
142 H 5.21 6.80 -2.86
143 H 5.19 7.95 -1.58
144 H 3.62 7.53 0.37
145 H 5.02 6.78 0.85
146 H 3.54 5.88 0.87
147 H 2.09 5.78 -1.49
148 H 3.08 5.94 -2.94
149 H 2.67 7.42 -2.00
150 H 3.24 3.31 -0.97
151 C -2.55 -6.99 -1.87
152 C -1.79 -6.69 -0.53
153 C -1.95 -5.26 -0.16
154 C -2.29 -7.69 0.49
155 C -1.42 -7.73 1.72
156 C 0.05 -8.08 1.49
157 C 0.69 -7.28 0.36
158 C 1.09 -5.90 0.99
159 C 1.87 -7.96 -0.15
160 N -0.28 -7.15 -0.76
161 O 0.25 -6.25 -1.77
162 H -2.21 -6.25 -2.56
163 H -2.29 -7.99 -2.15
164 H -3.63 -6.94 -1.65
165 H -1.88 -5.01 0.90
166 H -1.27 -4.62 -0.72
167 H -2.97 -4.88 -0.38
168 H -3.32 -7.44 0.73
169 H -2.13 -8.63 -0.04
170 H -1.62 -6.87 2.38
171 H -1.79 -8.58 2.32
172 H 0.21 -9.15 1.33
173 H 0.61 -7.83 2.39
174 H 1.33 -5.21 0.16
175 H 1.95 -6.07 1.63
176 H 0.24 -5.49 1.52
177 H 2.60 -8.09 0.63
178 H 2.32 -7.39 -0.99
179 H 1.49 -8.90 -0.57
180 H 0.39 -6.78 -2.57
181 C -0.03 -3.48 4.58
182 C 1.34 -3.89 5.15
183 C 1.52 -5.38 5.21
184 C 2.43 -3.35 4.25
185 C 2.69 -1.91 4.31
186 C 2.95 -1.42 5.70
187 C 1.90 -1.90 6.78
188 C 2.46 -1.59 8.18
189 C 0.52 -1.12 6.78
190 N 1.63 -3.34 6.51
191 O 0.75 -3.93 7.43
192 H 0.03 -2.51 4.08
193 H -0.44 -4.23 3.89
194 H -0.80 -3.43 5.37
195 H 1.35 -5.80 4.21
196 H 2.53 -5.56 5.57
197 H 0.89 -5.86 5.94
198 H 3.33 -3.97 4.44
199 H 2.11 -3.60 3.23
200 H 3.47 -1.62 3.60
201 H 1.80 -1.41 4.02
202 H 2.79 -0.36 5.68
203 H 3.98 -1.58 5.95
204 H 1.76 -2.03 8.86
205 H 2.46 -0.53 8.36
206 H 3.43 -2.01 8.40
207 H 0.06 -1.14 5.77
208 H 0.62 -0.07 7.08
209 H -0.25 -1.51 7.44
210 H -0.16 -3.50 7.36
211 C -6.97 4.58 -1.64
212 C -5.74 3.83 -2.01
213 C -4.74 4.67 -2.75
214 C -5.01 3.26 -0.80
215 C -5.74 2.22 -0.06
216 C -6.14 1.04 -0.88
217 C -6.85 1.46 -2.21
218 C -6.68 0.32 -3.17
219 C -8.34 1.81 -1.98
220 N -6.13 2.59 -2.89
221 O -6.82 3.04 -4.02
222 H -7.62 4.06 -0.96
223 H -6.67 5.56 -1.19
224 H -7.62 4.80 -2.48
225 H -4.02 3.93 -3.12
226 H -5.34 5.09 -3.56
227 H -4.30 5.46 -2.14
228 H -4.03 2.86 -1.11
229 H -4.70 4.08 -0.16
230 H -5.11 1.77 0.69
231 H -6.61 2.61 0.45
232 H -6.90 0.42 -0.41
233 H -5.27 0.47 -1.17
234 H -7.10 -0.59 -2.74
235 H -5.59 0.28 -3.37
236 H -7.15 0.57 -4.12
237 H -8.44 2.02 -0.87
238 H -9.02 1.02 -2.26
239 H -8.58 2.72 -2.53
240 H -6.26 2.74 -4.73
241 C -3.45 2.36 3.39
242 C -4.23 2.11 4.69
243 C -4.88 3.48 5.18
244 C -5.24 1.01 4.47
245 C -5.80 0.31 5.70
246 C -4.73 -0.08 6.71
247 C -3.74 1.11 7.01
248 C -4.38 2.13 7.94
249 C -2.51 0.52 7.67
250 N -3.22 1.65 5.71
251 O -2.25 2.70 5.89
252 H -4.17 2.56 2.57
253 H -2.81 3.24 3.55
254 H -2.84 1.48 3.09
255 H -5.65 3.37 5.95
256 H -4.09 4.07 5.62
257 H -5.17 3.99 4.27
258 H -6.06 1.37 3.84
259 H -4.67 0.31 3.80
260 H -6.61 0.90 6.13
261 H -6.27 -0.57 5.29
262 H -4.22 -0.98 6.29
263 H -5.19 -0.43 7.66
264 H -5.42 2.31 7.77
265 H -3.81 3.06 7.86
266 H -4.31 1.83 8.99
267 H -1.87 1.33 8.00
268 H -1.97 -0.06 6.93
269 H -2.77 -0.10 8.53
270 H -1.47 2.36 5.44
271 C 1.22 0.51 -1.18
272 C -0.13 1.03 -0.80
273 C -0.06 2.50 -0.45
274 C -1.15 0.76 -1.87
275 C -1.34 -0.70 -2.07
276 C -1.85 -1.40 -0.86
277 C -1.10 -1.13 0.41
278 C -2.09 -1.44 1.62
279 C 0.12 -2.09 0.68
280 N -0.67 0.36 0.47
281 O 0.28 0.45 1.57
282 H 1.67 1.14 -1.92
283 H 1.85 0.58 -0.29
284 H 1.17 -0.50 -1.54
285 H 0.50 3.05 -1.21
286 H -1.03 3.01 -0.39
287 H 0.42 2.60 0.50
288 H -2.05 1.27 -1.55
289 H -0.93 1.27 -2.83
290 H -2.14 -0.82 -2.81
291 H -0.50 -1.20 -2.57
292 H -1.87 -2.49 -0.97
293 H -2.88 -1.07 -0.61
294 H -2.61 -2.37 1.48
295 H -2.83 -0.66 1.65
296 H -1.56 -1.49 2.60
297 H 0.78 -2.09 -0.19
298 H -0.17 -3.12 0.97
299 H 0.66 -1.63 1.52
300 H -0.04 1.28 1.97

***

Q) wins, 152.0 kJ/mol ahead of the next structure.